No. 1
# C8H16MgN2O7P2

A structure of composition C8H16MgN2O7P2 at a distorted geometry (ωB97M-V/def2-TZVPD, OMol25).

Results
Highest occupied orbital energy (eV): 0.6231
ΔE to the lowest compared entry with this formula, charge and spin (kJ/mol): 263.7
Orbital gap (eV): 4.806
Calculated total energy (eV): -49899.56255

The geometry in ORCA input format:
```
! wB97M-V def2-TZVPD RIJCOSX def2/J DEFGRID3
* xyz -2 1
Mg 0.32990 -0.36652 -0.37717
O -0.36645 -3.68082 -3.10044
P -0.02170 -2.16905 -2.66332
O -0.09585 -1.27544 -3.84276
O -0.76616 -1.85136 -1.39078
O 1.53039 -2.32526 -2.15762
P 2.66407 -1.14451 -2.19517
O 3.70510 -1.72496 -1.10378
O 3.31205 -1.08290 -3.52031
O 1.98973 0.03187 -1.50551
H -0.16052 -3.75773 -4.03640
H 4.23806 -2.41100 -1.51491
N -1.38446 1.59982 0.31996
C -1.84413 2.84939 0.28436
C -1.77565 3.31520 -1.02800
C -1.22204 2.23626 -1.73318
N -1.00302 1.20936 -0.90840
H -0.95812 0.84357 1.18681
H -2.17768 3.32930 1.19226
H -2.07525 4.27964 -1.40662
H -0.96702 2.13044 -2.77558
C -1.39080 -1.98848 2.45856
C -0.14118 -1.15114 2.76133
C 1.05865 -2.11556 2.86486
C -0.33497 -0.53525 4.16429
C 0.05872 -0.10047 1.68202
H -1.50896 -2.82328 3.16505
H -1.34402 -2.39788 1.44615
H -2.27917 -1.35315 2.51484
H 0.94892 -2.84313 3.68814
H 1.97765 -1.54522 3.02361
H 1.18291 -2.67070 1.93240
H -0.52175 -1.29462 4.93962
H -1.17622 0.16169 4.13740
H 0.55751 0.03031 4.44978
H 0.87036 0.58020 2.03453
*
```

=====

No. 2
# C31H35GeN5NaO5S2Se

A structure of composition C31H35GeN5NaO5S2Se at a distorted geometry (ωB97M-V/def2-TZVPD, OMol25).

Results
Highest occupied orbital energy (eV): -4.4042
ΔE to the lowest compared entry with this formula, charge and spin (kJ/mol): 59.4
Orbital gap (eV): 6.498
Calculated total energy (eV): -198352.40114

The geometry in ORCA input format:
```
! wB97M-V def2-TZVPD RIJCOSX def2/J DEFGRID3
* xyz -1 1
Na 0.24247 -0.71640 1.37589
N 2.13944 1.34539 5.13176
C 1.45916 1.13780 3.95587
S 2.36112 1.11871 2.51901
N 0.14864 1.05041 4.11918
N -0.57594 0.49144 3.15607
C -1.83344 0.76179 3.16893
C -2.77662 0.15573 2.25235
C -4.13436 0.50944 2.33955
C -5.04361 -0.03929 1.45867
C -4.59230 -0.93244 0.49534
C -3.23826 -1.23172 0.48166
N -2.35508 -0.72555 1.33049
H 3.04247 1.77181 5.04088
H 1.57542 1.59420 5.92909
H -2.23076 1.47241 3.89729
H -4.45262 1.21315 3.09892
H -6.09351 0.22155 1.52084
H -5.26411 -1.37877 -0.22479
H -2.83756 -1.92629 -0.25219
O 0.20275 -2.41904 2.77061
C -0.68819 -3.24066 2.66605
C -1.19372 -3.82757 1.44115
C -2.12124 -4.84956 1.51901
C -2.58764 -5.48040 0.37607
C -2.08552 -5.10017 -0.89067
C -1.17573 -4.09608 -0.99520
C -0.71162 -3.36243 0.15737
O 0.04208 -2.37049 0.04989
N -3.54176 -6.53338 0.47843
O -3.95178 -6.85966 1.58916
O -3.93925 -7.07048 -0.55244
H -1.17453 -3.63411 3.58567
H -2.49274 -5.17861 2.48205
H -2.44917 -5.62250 -1.76403
H -0.77132 -3.79943 -1.95542
C 5.47693 0.27705 0.67412
Ge 4.78974 0.70929 -1.11791
C 3.60526 2.26684 -0.93169
C 6.36524 1.18142 -2.24138
C 3.85405 -0.75182 -2.06551
Se 2.22651 -1.45012 -1.19891
C 3.15539 -2.47239 0.15870
H 6.11250 1.09983 1.00754
H 6.06790 -0.63940 0.68950
H 4.65233 0.18691 1.38369
H 4.17039 3.11928 -0.55165
H 2.82148 2.03485 -0.20612
H 3.13552 2.55454 -1.87395
H 6.92460 2.00074 -1.78576
H 6.06455 1.48718 -3.24491
H 7.03385 0.32363 -2.33330
H 4.51740 -1.59269 -2.27602
H 3.51219 -0.35566 -3.02437
H 3.88286 -1.82764 0.64329
H 3.64878 -3.33110 -0.29424
H 2.41378 -2.80196 0.88077
O -0.13663 0.80540 0.14628
S 0.04038 1.16258 -1.26815
C 0.13936 2.97743 -1.27393
C 0.04407 3.62800 -0.05689
C 0.10538 5.01389 -0.02573
C 0.27337 5.72939 -1.20314
C 0.38556 5.06281 -2.41681
C 0.32179 3.67911 -2.45512
C -1.61713 1.17641 -2.00674
C -2.70272 1.57022 -1.24176
C -3.95762 1.61307 -1.82389
C -4.12206 1.25290 -3.15658
C -3.03225 0.84169 -3.90924
C -1.77103 0.79997 -3.33072
H -0.05100 3.03993 0.84975
H 0.03066 5.53616 0.91936
H 0.32897 6.81063 -1.17599
H 0.52722 5.62477 -3.33151
H 0.40572 3.14927 -3.39800
H -2.55377 1.82928 -0.19941
H -4.81345 1.92820 -1.24083
H -5.10636 1.28334 -3.60709
H -3.16485 0.54847 -4.94304
H -0.90605 0.46944 -3.89524
*
```

=====

Which of these has the highest highest occupied orbital energy? C8H16MgN2O7P2

=====

Which value of ΔE to the lowest compared entry with this formula, charge and spin does entry 1 give? 263.7 kJ/mol

=====

calculated total energy of number 1 (C8H16MgN2O7P2)? -49899.56255 eV